C26H44BFN2O12S | ωB97M-V/def2-TZVPD

Last column: Löwdin charge in e.
Geometry (Å):
1 C -5.86977 2.77481 3.55142  -0.064
2 H -1.27241 6.13502 4.58468  0.081
3 O 3.05896 3.09823 -2.21020  0.103
4 H 4.13859 0.44172 -0.59105  0.087
5 H 6.06383 -0.11954 -7.51397  0.084
6 H -3.16225 -2.31434 -3.87342  0.086
7 C 2.09267 1.50689 2.36420  0.002
8 H -7.26632 2.89637 7.67943  0.093
9 H -0.17759 -7.49833 -4.67429  0.115
10 C 4.88195 0.53065 -3.53772  -0.483
11 S 4.52472 -3.12681 2.16250  0.892
12 C -0.86324 -7.12533 -3.90894  -0.228
13 H -3.73919 -0.46185 -2.26271  0.113
14 H 3.30063 1.33418 -4.70903  0.107
15 C 3.58477 0.37240 -4.27720  0.027
16 O -2.93949 -1.46654 -0.61150  -0.003
17 N 4.67958 -2.04976 0.81445  -0.257
18 O 6.03079 0.20724 -4.15143  0.014
19 C 1.23297 2.66053 3.05640  -0.118
20 H -7.67868 3.80067 6.20068  0.098
21 H -6.85857 3.06961 3.90716  0.066
22 C -1.27942 0.22681 -1.25766  0.000
23 C -1.01394 3.83835 4.81755  -0.253
24 C 6.11423 -0.51085 -5.39373  -0.223
25 H 0.44009 -7.33350 -2.18375  0.068
26 H 1.59356 -6.56646 -4.15967  0.068
27 C 2.30531 0.18825 3.19215  -0.044
28 H 1.32688 1.41612 -2.48817  0.108
29 O -4.75654 3.36281 5.63327  -0.017
30 N 3.50868 -2.28486 3.26181  -0.271
31 H 4.97040 0.90953 -6.57377  0.068
32 C -1.58530 5.29424 5.30590  -0.072
33 H -1.08607 5.56029 6.32001  0.080
34 O 0.05460 -3.70414 -4.16324  0.088
35 H 1.48229 3.72266 2.68551  0.138
36 H -2.71122 5.28767 5.50814  0.061
37 C 3.86383 -0.94326 1.25802  -0.283
38 H 5.40424 -1.34184 -5.40991  0.116
39 C 0.18606 -4.90156 -4.02712  -0.520
40 H -3.99760 2.04229 4.28508  0.118
41 C -5.59994 3.68003 6.63229  -0.525
42 H 1.49991 2.62420 4.18537  0.113
43 O -0.89849 -5.68875 -3.91215  -0.005
44 H 7.11129 -0.95510 -5.42323  0.125
45 C -1.97556 -0.61125 -0.22356  -0.515
46 F 1.70940 0.10976 4.48222  -0.010
47 H -0.66085 2.18716 1.87670  0.133
48 H -0.34618 -0.26022 -1.54286  0.094
49 H 3.99260 2.98692 -1.90158  0.106
50 H -4.50303 -1.97066 -1.81012  0.120
51 H -1.60573 2.96061 5.26668  0.118
52 H 2.81889 0.05323 -3.56688  0.090
53 H 6.69610 1.22175 -6.53530  0.086
54 C -3.53361 -1.47931 -1.91938  -0.231
55 C 3.15919 -1.01322 2.66906  -0.191
56 H 2.22740 -4.99739 -4.58465  0.092
57 H -1.86226 -7.45603 -4.20075  0.123
58 C -6.98060 3.08753 6.64315  0.005
59 H -7.05744 2.13471 6.12353  0.067
60 H -1.87647 0.41718 -2.14762  0.074
61 O 4.90338 1.01178 -2.42277  0.065
62 H -5.43468 3.64971 3.06224  0.086
63 H 1.90778 -5.37724 -2.87341  0.101
64 C -2.67984 -2.26578 -2.89340  -0.071
65 C 5.94855 0.42571 -6.57341  -0.065
66 H 0.04611 3.77425 5.28673  0.114
67 C 3.61385 0.38227 0.43069  0.081
68 B 2.23065 2.51450 -1.17933  -0.613
69 H -5.36270 1.41206 5.18222  0.116
70 H -1.69182 -1.82089 -3.01833  0.059
71 O 1.08606 1.70297 -1.56691  0.094
72 H -5.99271 1.98197 2.80867  0.083
73 C -4.97928 2.30659 4.68437  -0.223
74 C 1.55284 -5.51145 -3.89706  0.008
75 O -1.02723 3.68179 3.37820  -0.203
76 C -0.36052 2.45803 2.96335  -0.194
77 H -1.27059 -7.28555 -1.79889  0.086
78 O -1.62879 -0.57356 0.93815  0.087
79 H -1.06008 1.20151 -0.82163  0.079
80 O -5.26906 4.48925 7.47157  0.094
81 C 2.76695 1.58314 0.94469  -0.100
82 H -0.73670 1.56800 3.60798  0.137
83 H -0.56945 -8.74974 -2.52090  0.084
84 H -2.52475 -3.28372 -2.52817  0.080
85 H 3.61049 -0.38327 -5.05924  0.074
86 O 2.56923 2.80486 0.19990  0.092
87 C -0.54435 -7.65671 -2.52606  -0.066

Output
* SMILES: CCOCCc1c(OB(O)O)cc2nsnc2c1F.CCOC(C)=O.CCOC(C)=O.CCOC(C)=O.CCOC(C)=O
* calculated total energy: -69451.8098 eV
* Kohn-Sham gap: 7.125 eV
* LUMO level: -1.049 eV

C26H44BiCl2O2P2 | ωB97M-V/def2-TZVPD

Last column: Löwdin charge in e.
Geometry (Å):
1 H 2.04409 -0.75266 3.77699  0.083
2 C -0.87147 5.52510 -0.21782  -0.037
3 H -1.23710 -6.02874 1.18413  0.124
4 H -4.51788 0.46651 0.84227  0.051
5 H -1.94049 -2.98616 -1.60588  0.021
6 H 1.25745 4.24111 2.07329  0.008
7 H 1.36231 5.94739 1.60191  0.085
8 C 1.91079 -1.32837 1.07089  -0.283
9 H -0.14557 -3.54085 -3.25055  0.082
10 H 2.50770 -2.01095 1.69023  0.060
11 H 0.20400 -4.50007 2.09528  0.109
12 O 0.29469 0.73818 1.58515  -0.154
13 H -4.22597 1.38776 -0.68865  0.048
14 H 2.48361 -0.44428 0.76745  0.082
15 C -2.43440 -1.33868 1.17273  -0.396
16 H -2.96948 -0.76957 1.95372  0.047
17 C 1.12024 -4.81006 -2.02591  -0.246
18 H -4.22431 -2.01223 -1.01652  0.048
19 C -1.07597 -3.52752 -1.20172  -0.462
20 H 1.51185 2.40684 -3.83100  0.070
21 C -1.61887 -4.73020 -0.46528  -0.204
22 H 1.72154 -4.70668 -2.94549  0.119
23 H -1.27179 -2.16394 2.78658  0.101
24 H -4.36307 -0.49873 -1.96798  0.043
25 H -0.21583 -6.34577 -0.21161  0.117
26 C 1.50818 4.57432 -0.01862  -0.221
27 H 3.95437 2.40450 -1.01977  0.072
28 H -0.53739 3.29404 -3.66733  0.079
29 H -1.51010 5.88633 -1.03102  0.079
30 H -2.10121 -5.40093 -1.19133  0.129
31 H -3.07651 -1.65935 -2.34168  0.019
32 P 0.45305 -0.80569 2.00003  0.838
33 C 1.00336 -1.11105 3.67283  -0.174
34 C 1.55633 -4.29737 0.46879  -0.158
35 H -2.46428 -4.40421 0.15578  0.099
36 C 0.44456 4.23673 -2.03259  -0.179
37 O -0.94432 2.39194 0.73030  0.128
38 H -0.58059 6.37886 0.40605  0.084
39 C -0.79853 2.25142 3.10876  -0.881
40 H -1.58332 4.34356 -2.67368  0.077
41 H 0.96160 -2.19098 3.86272  0.081
42 H 2.81638 4.92346 1.61033  0.078
43 C 0.34876 -4.62852 1.01975  -0.138
44 H 1.77046 -1.93374 0.12787  -0.140
45 C 0.05076 -3.75324 -2.18182  -0.504
46 Cl 0.77674 2.65834 3.94080  0.662
47 P -2.55559 -0.31295 -0.35189  0.776
48 Bi 0.32078 -1.78622 -1.31447  1.437
49 H -3.22168 1.73946 0.76382  0.015
50 C -3.66382 -1.21897 -1.52491  -0.287
51 H 2.74916 3.66015 -3.98311  0.090
52 H -3.04354 -2.23591 0.96135  0.077
53 C 3.71971 3.33492 -0.48720  -0.028
54 C 1.74771 4.94587 1.38271  -0.055
55 C 2.29270 2.94517 -3.28519  -0.053
56 Cl -1.68399 0.93026 3.92178  0.709
57 C 1.73060 3.64157 -2.11219  -0.217
58 C 0.31565 4.83336 -0.74554  -0.203
59 C -3.75919 0.95673 0.21109  -0.288
60 H -0.42037 5.05588 -3.81566  0.101
61 C -0.64612 -5.53218 0.39253  -0.184
62 H 0.36506 -0.57790 4.39187  0.021
63 H -0.76029 -2.70670 1.22468  0.015
64 H 3.77715 3.14022 0.59378  0.076
65 C -0.52047 1.79901 1.71798  -0.603
66 H 0.62460 -5.78118 -2.10164  0.108
67 H 2.46560 -5.83427 -0.75995  0.136
68 C -1.04841 -1.79325 1.76243  -0.342
69 C -0.57733 4.23409 -3.09861  -0.028
70 H 2.35093 -3.96574 1.15714  0.100
71 H 2.96754 -4.18586 -1.08656  0.111
72 H -1.43801 3.15186 3.08789  0.103
73 C 2.08330 -4.79199 -0.84733  -0.201
74 H 4.50508 4.06676 -0.73765  0.105
75 H 3.06791 2.23705 -2.98335  0.064
76 H -1.47721 4.85188 0.40758  0.074
77 C 2.37812 3.82302 -0.85976  -0.175

Output
* total charge: +1
* calculated total energy: -81220.9010 eV
* Kohn-Sham gap (spin up / spin down): 5.741 / 5.850 eV
* LUMO level (spin up / spin down): -3.051 / -3.035 eV

C26H44CrI2N4OSb | ωB97M-V/def2-TZVPD

Last column: Löwdin charge in e.
Geometry (Å):
1 C 0.19284 -3.29933 1.75025  -0.635
2 H -2.06029 -1.04668 2.15843  0.039
3 C -3.69366 0.42417 2.13983  -0.563
4 C 0.63296 -1.30839 3.61045  -0.117
5 H -2.48982 1.28842 -1.77722  0.038
6 H 1.48675 -0.96640 -4.53442  0.119
7 C -4.97198 2.96161 -0.00538  -0.134
8 C -0.10583 3.36335 -3.07947  -0.030
9 C -3.56268 3.95284 3.46639  -0.142
10 H -4.13880 0.01585 1.22388  0.073
11 N 0.71967 1.61513 -1.66771  0.034
12 H 2.04545 0.70446 2.79986  0.131
13 H -3.53902 4.97095 3.86520  0.083
14 C 0.12296 2.03358 -2.79227  -0.104
15 H -0.86249 -1.60598 -4.72620  0.124
16 C -2.06912 -1.97616 -1.86545  -0.238
17 H -1.13483 -1.87224 -0.05581  0.041
18 H -0.61302 -0.59727 -3.31876  0.063
19 H 1.26128 4.61423 -0.26082  0.125
20 H 0.13272 5.37073 -2.34776  0.122
21 H 1.35151 -2.70350 -4.30186  0.126
22 N -1.35976 -1.21998 -0.80606  0.019
23 C 0.91866 -2.16637 1.34745  -0.451
24 C -0.08560 -2.43796 3.96826  -0.756
25 H -0.59614 3.63951 -4.00182  0.119
26 C -0.40988 -1.58918 -3.73326  -0.198
27 H -1.03342 4.94829 3.64592  0.081
28 C -0.30363 -3.44089 3.03657  -0.223
29 H 0.23356 1.00769 1.19412  0.012
30 C 1.89865 0.05864 1.92939  -0.128
31 C -4.81989 0.88095 3.05901  -0.137
32 H -4.43175 1.24661 4.00967  0.069
33 H -2.53064 4.51029 1.67333  0.078
34 H 1.80682 2.78737 1.23396  0.127
35 C 1.12734 -1.16768 2.32282  -0.156
36 H -3.97593 0.57731 -1.11854  0.067
37 C 1.12770 2.54693 -0.78861  -0.257
38 H -1.98869 -0.53598 -0.39703  0.024
39 H -2.37172 -0.29212 3.71600  0.066
40 H 2.88192 -0.21248 1.53502  0.138
41 H -0.86480 -4.32585 3.30331  0.086
42 H -1.58920 -3.38349 -3.41470  0.122
43 H -5.00656 3.74686 0.75095  0.063
44 H -0.18256 1.26603 -3.48929  0.103
45 C -1.07063 3.97268 3.15364  -0.177
46 H -0.33882 -3.16109 -2.21986  0.046
47 C 0.30152 4.31828 -2.16287  -0.025
48 H 1.74669 -2.44711 -2.02706  0.078
49 C 0.92848 3.90012 -1.00201  0.002
50 N 1.17596 0.77982 0.86096  -0.137
51 Cr 0.89281 -0.40648 -0.90567  0.747
52 I -0.15052 -4.80885 0.35052  1.004
53 I -0.87081 -2.60891 5.89090  0.891
54 C 1.09509 -1.73464 -3.86690  -0.218
55 H -5.52751 2.10126 0.37301  0.069
56 H -0.89646 3.21344 3.92053  0.074
57 H -3.48217 -1.50907 3.10230  0.088
58 H 0.80595 -0.52195 4.33534  0.105
59 H -2.70678 -1.27816 -2.41286  0.111
60 H -2.71962 -2.73470 -1.42495  0.115
61 C -3.54377 2.57712 -0.36615  -0.582
62 C -3.51254 1.50996 -1.45876  -0.172
63 Sb -2.34302 1.92444 1.32117  1.559
64 C -2.85328 -0.66397 2.80767  -0.176
65 C 1.81862 2.03034 0.44430  -0.137
66 C -1.07740 -2.62482 -2.82112  -0.195
67 H 2.86620 1.81801 0.21152  0.143
68 O 1.37169 -2.02629 0.11487  -0.278
69 C -2.42238 3.76920 2.47305  -0.577
70 H -4.07370 1.83673 -2.33899  0.085
71 H -5.47192 0.03161 3.28278  0.085
72 N 1.75273 -1.56988 -2.54743  -0.031
73 H 2.73389 -1.34780 -2.68097  0.104
74 H -0.24013 3.92526 2.44414  0.040
75 H -4.54341 3.79326 3.02239  0.053
76 H -5.50432 3.32811 -0.88785  0.082
77 H -3.00925 3.46130 -0.72928  0.074
78 H -5.43497 1.66490 2.62072  0.055
79 H -3.46230 3.27217 4.31308  0.072

Output
* total charge: +1
* ΔE to the lowest compared entry with this formula, charge and spin: 2.6 kcal per mole
* expectation value of S²: 6.013
* calculated total energy: -86841.3442 eV
* multiplicity: 5
* Kohn-Sham gap (spin up / spin down): 7.412 / 7.319 eV
* LUMO level (spin up / spin down): -2.705 / -2.901 eV

Among the records above, which one has the lowest calculated total energy? C26H44CrI2N4OSb